4 unconnected molecules or ions with the total composition C2H12NO3. Source: OMol25; level of theory: the ωB97M-V functional and the def2-TZVPD basis.

Frontier orbital gap, eV: 11.85
Highest occupied orbital energy, eV: -14.6
Maximum force, hartree/bohr: 0.0481
Charge: +1
ΔE to the lowest compared entry with this formula, charge and spin, kJ/mol: 93.61

Atoms and positions in Å:
C  1.124  -1.476  -0.619
C  1.498  -1.853  0.588
N  0.686  -0.040  -0.696
H  0.637  -2.056  -1.389
H  1.880  -2.849  0.799
H  1.527  -1.208  1.471
H  1.263  0.579  -0.103
H  -0.259  0.166  -0.332
H  0.765  0.397  -1.610
H  -2.079  1.162  -1.853
H  -2.521  0.503  -0.485
O  -1.770  0.606  -1.118
H  -3.953  0.646  1.496
H  -3.926  -0.726  0.741
O  -3.528  0.131  0.802
H  3.624  1.809  0.686
H  2.349  2.423  1.135
O  2.682  1.784  0.488

List of Löwdin charges in e, atom by atom:
1 C -0.100
2 C 0.066
3 N 0.144
4 H 0.124
5 H 0.083
6 H 0.088
7 H 0.100
8 H 0.112
9 H 0.159
10 H 0.079
11 H 0.010
12 O -0.079
13 H 0.082
14 H 0.062
15 O -0.017
16 H 0.066
17 H 0.068
18 O -0.046

2 unconnected molecules or ions with the total composition C2H9NO. Source: OMol25; level of theory: the ωB97M-V functional and the def2-TZVPD basis.

Frontier orbital gap, eV: 11.00
Highest occupied orbital energy, eV: -10.0
Maximum force, hartree/bohr: 0.0608
ΔE to the lowest compared entry with this formula, charge and spin, kJ/mol: 63.14

Atoms and positions in Å:
N  -2.434  3.192  1.520
C  -1.115  2.906  0.985
O  -0.248  3.985  1.429
H  -3.063  3.727  0.931
H  -2.898  2.291  1.596
H  -0.717  2.077  1.573
H  -0.835  2.753  -0.057
H  -0.709  4.427  2.142
C  2.391  -5.044  -2.020
H  2.835  -4.908  -1.037
H  1.312  -5.120  -1.957
H  2.776  -5.998  -2.381
H  2.706  -4.288  -2.725

List of Löwdin charges in e, atom by atom:
1 N 0.014
2 C -0.322
3 O -0.108
4 H 0.071
5 H 0.069
6 H 0.105
7 H 0.111
8 H 0.060
9 C -0.050
10 H 0.014
11 H 0.012
12 H 0.014
13 H 0.011

3 unconnected molecules or ions with the total composition C3H10O3. Source: OMol25; level of theory: the ωB97M-V functional and the def2-TZVPD basis.

Frontier orbital gap, eV: 9.74
Highest occupied orbital energy, eV: -9.2
Maximum force, hartree/bohr: 0.0547
ΔE to the lowest compared entry with this formula, charge and spin, kJ/mol: 134.51

Atoms and positions in Å:
C  1.469  0.733  -1.426
C  0.193  0.340  -1.240
C  -0.138  -0.944  -0.619
O  -0.815  1.060  -1.836
H  2.172  -0.081  -1.231
H  1.856  1.689  -1.715
H  -1.164  -0.978  -0.178
H  0.014  -1.720  -1.410
H  0.622  -1.301  0.056
H  -0.853  1.920  -1.404
O  -1.749  -1.238  1.892
H  -2.414  -0.775  2.418
H  -0.965  -0.719  1.630
O  0.304  0.538  1.871
H  1.189  0.615  2.238
H  0.278  0.861  0.952

List of Löwdin charges in e, atom by atom:
1 C 0.057
2 C -0.500
3 C -0.073
4 O 0.026
5 H 0.073
6 H 0.059
7 H 0.092
8 H 0.113
9 H 0.081
10 H 0.108
11 O -0.093
12 H 0.043
13 H -0.030
14 O -0.053
15 H 0.069
16 H 0.028

A single C6H14N2O2 molecule. Source: OMol25; level of theory: the ωB97M-V functional and the def2-TZVPD basis.

Frontier orbital gap, eV: 9.93
Highest occupied orbital energy, eV: -9.1
Maximum force, hartree/bohr: 0.0559
ΔE to the lowest compared entry with this formula, charge and spin, kJ/mol: 235.89

Atoms and positions in Å:
C  -2.438  -1.273  -0.083
C  -1.290  -0.174  0.030
C  -0.592  -0.408  1.355
N  0.763  0.013  1.217
C  1.047  1.200  0.368
N  2.321  1.744  0.696
C  0.895  0.625  -1.031
O  2.177  -0.118  -1.254
C  -0.281  -0.352  -1.108
O  -0.866  -0.298  -2.449
H  -2.144  -2.271  0.218
H  -2.828  -1.343  -1.136
H  -3.276  -0.992  0.530
H  -1.764  0.851  0.036
H  -1.189  0.140  2.090
H  -0.600  -1.456  1.669
H  1.147  0.197  2.160
H  0.264  1.965  0.521
H  2.392  2.085  1.692
H  3.088  1.178  0.331
H  0.958  1.472  -1.717
H  2.183  -0.663  -0.374
H  0.153  -1.393  -0.921
H  -0.120  -0.730  -2.842

List of Löwdin charges in e, atom by atom:
1 C -0.049
2 C -0.289
3 C -0.229
4 N -0.045
5 C -0.412
6 N 0.057
7 C -0.236
8 O -0.099
9 C -0.289
10 O -0.015
11 H 0.068
12 H 0.087
13 H 0.062
14 H 0.158
15 H 0.121
16 H 0.120
17 H 0.125
18 H 0.150
19 H 0.109
20 H 0.078
21 H 0.158
22 H 0.122
23 H 0.176
24 H 0.074